ORCA calculation (ωB97M-V/def2-TZVPD) on C10H30ClIOP3Ru as an isolated structure in a non-equilibrium geometry.

The geometry in XYZ format:
```
47
Properties=species:S:1:pos:R:3:mulliken_spin:R:1
C -1.064 0.041 0.205 0.004
I 1.481 0.006 1.707 0.901
H -1.927 0.014 -0.500 -0.042
H -1.341 0.903 0.837 -0.008
H -1.301 -0.790 0.898 -0.016
Ru 0.126 -0.003 -1.910 2.765
P 0.424 1.918 -0.712 0.014
C -0.037 2.871 0.841 0.021
C 2.018 2.753 -1.020 0.004
H 1.825 3.823 -1.216 0.006
H -0.505 3.849 -1.852 0.008
H 2.500 2.270 -1.879 -0.003
H -0.707 2.335 -2.834 -0.007
H 0.889 3.118 1.367 0.002
H 2.622 2.618 -0.108 0.000
C -0.768 2.783 -1.835 0.027
H -0.556 3.799 0.543 0.006
H -1.787 2.665 -1.441 0.004
H -0.695 2.313 1.521 0.001
P 0.370 -1.904 -0.687 0.025
C -0.136 -2.832 0.869 0.029
C -0.827 -2.766 -1.814 0.027
H 2.453 -2.320 -1.830 -0.003
H 1.730 -3.853 -1.174 0.007
H 2.543 -2.661 -0.066 0.000
C 1.943 -2.787 -0.979 0.007
H -0.788 -2.314 -2.810 -0.006
H -0.567 -3.832 -1.847 0.008
H -0.687 -3.749 0.584 0.007
H -0.768 -2.245 1.551 -0.001
H -1.843 -2.658 -1.417 0.003
H 0.777 -3.097 1.407 0.002
Cl 0.139 -0.028 -4.203 0.227
C -2.382 -0.007 5.578 -0.010
P -0.875 -0.023 4.548 -0.021
C 0.239 1.428 4.733 0.096
C 0.284 -1.435 4.776 0.099
O -1.362 -0.076 3.113 0.770
H -2.997 0.861 5.319 -0.001
H -2.094 0.013 6.632 0.000
H -2.984 -0.893 5.351 -0.001
H 0.518 1.610 5.781 0.006
H 1.154 1.198 4.158 0.020
H -0.244 2.345 4.351 -0.003
H -0.191 -2.372 4.433 -0.002
H 1.182 -1.217 4.174 0.021
H 0.586 -1.570 5.826 0.007
```

As for the net charge: +2. The HOMO energy (spin up / spin down) comes out at -0.483 / -0.558 Ha. Its multiplicity is 6.

***

ORCA calculation (ωB97M-V/def2-TZVPD) on a 2-piece molecular cluster, C10H30FN4O5P2 overall in a non-equilibrium geometry.

The geometry in XYZ format:
```
52
Properties=species:S:1:pos:R:3:mulliken_charge:R:1
C 6.249 1.880 -0.063 -0.794
C 5.466 2.571 -1.327 -0.321
C 3.987 3.211 -0.943 -0.500
O 2.952 2.176 -1.069 -0.245
P 2.444 1.541 0.469 0.992
F 3.374 2.089 1.848 -0.344
C 0.548 1.965 0.609 -0.685
C -0.217 1.575 -0.826 -0.229
N -1.725 1.545 -0.711 -0.641
C 2.502 -0.406 0.544 -0.953
C 3.109 -1.087 -0.818 0.181
N 3.408 -2.557 -0.455 -0.752
N 2.038 -1.173 -1.923 -0.597
N 4.423 -0.508 -1.297 -0.328
H 5.564 1.228 0.633 0.137
H 7.073 1.159 -0.539 0.254
H 6.882 2.690 0.542 0.329
H 6.158 3.432 -1.762 0.411
H 5.290 1.818 -2.204 0.144
H 3.973 3.816 0.059 0.341
H 3.762 4.008 -1.803 0.284
H 0.425 3.124 0.722 0.375
H 0.046 1.365 1.510 0.313
H 0.121 0.475 -1.127 0.220
H 0.153 2.271 -1.713 0.283
H -1.981 0.632 -0.246 0.236
H -2.092 1.421 -1.702 0.304
H 1.417 -0.815 0.824 0.352
H 3.194 -0.727 1.448 0.427
H 3.961 -3.009 -1.215 0.279
H 4.053 -2.482 0.366 0.310
H 2.530 -1.483 -2.814 0.330
H 1.467 -2.032 -1.662 0.329
H 4.416 -0.496 -2.342 0.269
H 5.203 -1.127 -0.985 0.290
C -5.989 -2.277 -1.251 -0.615
O -6.152 -1.164 -0.396 -0.453
P -5.591 -1.168 1.240 1.121
O -4.140 -1.187 0.744 -0.574
O -6.099 -2.723 1.442 -0.343
C -7.489 -2.970 1.499 -0.755
O -5.030 -1.173 2.877 -0.259
C -4.636 0.105 3.342 -0.642
H -5.696 -1.919 -2.240 0.253
H -5.239 -2.970 -0.894 0.322
H -6.952 -2.793 -1.353 0.253
H -7.736 -3.747 0.770 0.242
H -8.070 -2.071 1.272 0.371
H -7.749 -3.328 2.499 0.279
H -5.477 0.799 3.272 0.311
H -3.793 0.482 2.759 0.240
H -4.333 0.018 4.389 0.248
```

As for the net charge: +1. The HOMO energy comes out at -0.414 Ha. Its multiplicity is 1.

***

ORCA calculation (ωB97M-V/def2-TZVPD) on C10H30LiO5S5 as an isolated structure in a non-equilibrium geometry.

The geometry in XYZ format:
```
51
Properties=species:S:1:pos:R:3:mulliken_charge:R:1
Li 0.405 0.898 0.568 1.239
C -0.913 -0.841 -3.253 -0.876
S 0.348 -1.342 -2.015 0.606
O -0.047 -0.816 -0.669 -0.372
C -0.022 -3.016 -2.118 -1.128
H -1.688 -0.538 -2.686 0.203
H -1.161 -1.803 -3.940 0.316
H -0.525 -0.007 -3.885 0.327
H 0.784 -3.495 -1.414 0.264
H 0.061 -3.365 -3.131 0.539
H -1.045 -3.326 -1.853 0.266
C -0.344 5.201 0.236 -0.904
S -1.152 3.703 -0.038 0.377
O -0.277 2.499 0.099 -0.700
C -1.923 3.340 1.542 -0.618
H 0.259 5.021 1.137 0.281
H -1.122 6.108 0.383 0.353
H 0.153 5.582 -0.589 0.378
H -2.442 2.327 1.428 0.009
H -2.567 4.199 1.741 0.437
H -1.132 3.237 2.630 0.240
C 2.451 -1.473 2.359 -0.671
S 0.934 -1.108 3.111 0.309
O 0.340 0.055 2.371 -0.590
C 0.270 -2.661 2.606 -0.636
H 2.110 -1.738 1.278 0.041
H 2.916 -2.368 2.668 0.516
H 3.176 -0.647 2.398 0.197
H 1.043 -3.273 3.097 0.451
H 0.272 -2.807 1.431 0.084
H -0.941 -2.723 2.860 0.183
C -4.494 -2.870 0.824 -1.182
S -3.572 -1.945 -0.360 0.601
O -4.672 -1.369 -1.264 -0.681
C -2.854 -0.671 0.624 -0.532
H -3.796 -3.179 1.670 0.284
H -4.796 -3.566 0.186 0.408
H -5.033 -2.282 1.433 0.457
H -3.586 -0.070 1.237 0.551
H -2.366 0.216 -0.076 -0.103
H -2.126 -1.070 1.484 0.114
C 4.772 0.998 -0.313 -1.080
S 3.442 0.347 -1.195 0.490
O 2.170 0.828 -0.493 -0.527
C 3.353 1.343 -2.673 -1.170
H 5.816 0.946 -0.557 0.453
H 4.796 0.452 0.639 0.208
H 4.783 2.010 -0.284 0.433
H 2.738 2.402 -2.688 0.252
H 2.941 0.982 -3.592 0.392
H 4.273 1.677 -2.969 0.515
```

As for the net charge: +1. Its relative energy (zero: lowest compared OMol25 entry of this formula, charge and spin) is 27.62 kcal per mole. The HOMO energy comes out at -0.403 Ha. Its multiplicity is 1.

***

ORCA calculation (ωB97M-V/def2-TZVPD) on a 2-piece molecular cluster, C10H30NO4P2SSi overall.

The geometry in XYZ format:
```
49
Properties=species:S:1:pos:R:3:mulliken_charge:R:1
C 2.911 0.396 0.722 -0.717
O 2.351 0.955 -0.484 -0.447
C 0.963 1.136 -0.496 -0.095
C 0.512 0.936 -1.931 -0.633
C -0.976 1.115 -2.217 -1.147
P -2.209 0.180 -1.183 0.642
C -2.232 -0.087 0.679 -1.545
S -1.700 1.164 1.853 1.022
O -2.816 1.745 2.517 -0.599
O -0.657 0.540 2.609 -0.575
P -3.572 2.070 -0.918 0.029
N -4.848 1.720 -0.048 -0.631
Si -1.346 -1.924 -1.586 0.412
C 0.187 -2.390 -0.601 -1.105
C -2.716 -3.178 -1.233 -1.262
C -0.898 -2.095 -3.419 -1.282
H 3.811 0.963 0.967 0.374
H 3.232 -0.624 0.500 0.252
H 2.230 0.430 1.569 0.284
H 0.740 2.171 -0.199 0.457
H 0.479 0.424 0.181 -0.098
H 1.041 1.689 -2.520 0.448
H 0.897 -0.018 -2.291 0.120
H -1.163 0.806 -3.247 0.398
H -1.222 2.181 -2.181 0.713
H -3.402 -0.240 -1.879 -0.005
H -1.635 -0.949 0.965 0.659
H -3.276 -0.284 0.939 0.665
H -1.118 2.106 1.075 0.071
H -2.830 3.209 -0.470 0.032
H -3.924 2.413 -2.247 0.097
H -5.705 1.852 -0.568 0.210
H 1.047 -1.746 -0.766 0.249
H 0.479 -3.393 -0.931 0.431
H -0.008 -2.482 0.468 0.375
H -2.252 -4.105 -0.895 0.353
H -3.436 -2.843 -0.488 0.333
H -3.236 -3.399 -2.165 0.333
H -1.109 -3.117 -3.736 0.412
H -1.421 -1.399 -4.072 0.355
H 0.179 -1.954 -3.523 0.362
C 4.214 0.345 4.091 -0.818
C 5.462 1.174 3.717 -0.374
O 5.307 1.813 2.547 -0.843
H 4.026 -0.399 3.311 0.135
H 4.317 -0.190 5.051 0.427
H 3.340 0.999 4.167 0.153
H 6.323 0.444 3.758 0.171
H 5.659 1.839 4.607 0.201
```

As for the net charge: -1. The HOMO energy comes out at -0.089 Ha. Its multiplicity is 1.

***

ORCA calculation (ωB97M-V/def2-TZVPD) on a 5-piece molecular cluster, C10H30O10 overall in a non-equilibrium geometry.

The geometry in XYZ format:
```
50
Properties=species:S:1:pos:R:3:mulliken_charge:R:1
O -3.801 4.945 9.526 -0.543
C -2.788 5.492 8.706 -0.515
C -1.525 5.745 9.462 0.047
O -1.072 4.451 9.876 -0.565
H -3.398 4.245 10.049 0.324
H -2.544 4.797 7.880 0.287
H -3.202 6.360 8.197 0.316
H -1.740 6.382 10.326 0.222
H -0.777 6.230 8.833 0.133
H -0.442 4.525 10.598 0.309
O 2.922 10.368 8.008 -0.463
C 2.445 11.632 7.543 -0.826
C 2.156 12.490 8.754 0.356
O 1.950 13.853 8.424 -0.482
H 2.879 9.758 7.266 0.332
H 3.170 12.103 6.865 0.460
H 1.511 11.498 6.980 0.331
H 2.942 12.375 9.509 0.223
H 1.228 12.140 9.216 -0.175
H 2.362 14.056 7.580 0.300
O -1.100 16.886 10.813 -0.547
C 0.030 16.042 10.728 -0.589
C -0.366 14.611 10.437 0.316
O -1.199 14.134 11.473 -0.573
H -1.711 16.443 11.413 0.326
H 0.721 16.408 9.970 0.298
H 0.575 16.094 11.686 0.295
H 0.548 14.019 10.357 -0.107
H -0.844 14.641 9.446 0.196
H -1.433 13.237 11.197 0.413
O -0.673 8.730 9.132 -0.430
C -0.725 10.008 8.528 0.160
C -1.742 10.903 9.197 -0.574
O -1.239 11.479 10.423 -0.550
H 0.064 8.677 9.757 0.356
H 0.259 10.484 8.498 -0.338
H -1.053 9.849 7.495 0.366
H -2.640 10.325 9.421 0.341
H -1.979 11.754 8.560 0.349
H -1.047 10.768 11.042 0.248
O 4.158 7.393 10.306 -0.533
C 3.966 8.772 9.981 -0.590
C 2.527 8.941 9.605 -0.153
O 1.689 8.785 10.745 -0.546
H 5.012 7.288 10.735 0.312
H 4.104 9.375 10.890 0.301
H 4.650 9.112 9.203 0.371
H 2.242 8.305 8.760 0.110
H 2.441 9.971 9.238 0.338
H 2.018 8.004 11.206 0.366
```

Its relative energy (zero: lowest compared OMol25 entry of this formula, charge and spin) is 49.13 kcal per mole. The HOMO energy comes out at -0.356 Ha. The SMILES is OCCO.OCCO.OCCO.OCCO.OCCO. Its multiplicity is 1.

***

ORCA calculation (ωB97M-V/def2-TZVPD) on a 5-piece molecular cluster, C10H30O5 overall in a non-equilibrium geometry.

The geometry in XYZ format:
```
45
Properties=species:S:1:pos:R:3:mulliken_charge:R:1
C 2.548 -1.389 4.937 -0.992
C 2.984 -1.937 3.611 -0.158
O 4.349 -2.142 3.658 -0.509
H 3.035 -2.052 5.652 0.266
H 1.477 -1.378 5.136 0.309
H 2.934 -0.403 5.195 0.277
H 2.666 -1.277 2.805 0.239
H 2.466 -2.827 3.252 0.272
H 4.601 -2.549 2.826 0.295
C 5.293 3.904 -1.787 -0.900
C 6.195 4.961 -2.523 -0.227
O 7.546 4.556 -2.414 -0.523
H 4.232 3.998 -2.021 0.316
H 5.357 4.046 -0.709 0.248
H 5.453 2.848 -2.007 0.294
H 6.081 5.976 -2.144 0.248
H 6.011 4.975 -3.597 0.246
H 7.773 3.899 -3.077 0.299
C -5.953 -1.717 -4.119 -0.857
C -4.512 -2.056 -3.792 -0.341
O -3.683 -1.080 -4.298 -0.477
H -6.091 -1.819 -5.195 0.269
H -6.377 -0.790 -3.734 0.260
H -6.653 -2.421 -3.668 0.320
H -4.165 -3.089 -3.823 0.301
H -4.323 -1.986 -2.721 0.230
H -3.622 -1.253 -5.241 0.294
C -1.142 2.198 -0.733 -0.970
C -0.034 1.326 -1.380 -0.202
O 0.257 1.583 -2.667 -0.487
H -0.954 3.272 -0.716 0.279
H -1.436 1.848 0.256 0.297
H -1.967 2.109 -1.441 0.272
H -0.249 0.257 -1.369 0.282
H 0.783 1.591 -0.708 0.238
H -0.600 1.575 -3.100 0.290
C -3.618 -2.086 4.396 -0.974
C -2.981 -2.562 3.118 -0.132
O -3.962 -3.038 2.245 -0.539
H -4.464 -1.407 4.290 0.299
H -2.847 -1.675 5.047 0.297
H -3.987 -2.957 4.937 0.269
H -2.236 -3.349 3.242 0.268
H -2.419 -1.811 2.563 0.210
H -3.765 -3.872 1.814 0.300
```

Its relative energy (zero: lowest compared OMol25 entry of this formula, charge and spin) is 55.18 kcal per mole. The HOMO energy comes out at -0.372 Ha. The SMILES is CCO.CCO.CCO.CCO.CCO. Its multiplicity is 1.